Here is C18H27N3O2 in the gas phase from the OMol25 dataset. Energies are from the ωB97M-V functional and the def2-TZVPD basis.

Output
SMILES: CC(C)N1CCNC(=O)[C@H]1CC(=O)NCCCc1ccccc1
energy: -1016.88488 Ha
E_LUMO: 0.7 eV
energy relative to the best compared isomer or geometry (same formula, charge and spin): 26.2 kcal/mol
E_HOMO: -8.508 eV
multiplicity: 1

Structure (XYZ):
```
50
C18H27N3O2, DFT the ωB97M-V functional and the def2-TZVPD basis
C 1.91412 -4.68917 -2.49689
C 1.90882 -3.16505 -2.33581
C 2.80097 -2.51671 -3.40231
N 2.23038 -2.83630 -0.95747
C 3.57208 -3.04661 -0.47498
C 3.45436 -3.48361 0.98498
N 2.61624 -2.54741 1.69893
C 1.69049 -1.74178 1.15944
O 0.99295 -1.02163 1.85905
C 1.61229 -1.68345 -0.36149
C 2.20099 -0.29738 -0.77387
C 1.11158 0.70877 -1.12657
O 1.07586 1.27411 -2.20312
N 0.21116 0.88712 -0.14629
C -0.87473 1.83266 -0.24081
C -0.70487 2.97357 0.76260
C -1.83537 4.00319 0.65176
C -3.16442 3.40637 1.01871
C -3.48813 3.18653 2.35228
C -4.69750 2.61386 2.70158
C -5.60366 2.25190 1.71915
C -5.29237 2.46750 0.38793
C -4.08083 3.04007 0.04170
H 1.44948 -4.96423 -3.43969
H 2.92737 -5.08324 -2.49142
H 1.35646 -5.14922 -1.68560
H 0.88236 -2.81601 -2.49242
H 2.63406 -1.44466 -3.45777
H 2.56364 -2.94015 -4.37501
H 3.85278 -2.70331 -3.19689
H 4.19331 -2.13886 -0.53682
H 4.05658 -3.83601 -1.04712
H 3.01016 -4.48592 1.02777
H 4.43736 -3.51489 1.46369
H 2.63568 -2.57683 2.70964
H 0.54973 -1.70116 -0.62977
H 2.84601 -0.41111 -1.64330
H 2.79825 0.11768 0.04180
H 0.32356 0.37714 0.72669
H -1.82381 1.31716 -0.05822
H -0.86903 2.22178 -1.26226
H -0.68383 2.55808 1.77264
H 0.25164 3.46651 0.57682
H -1.86905 4.38684 -0.36952
H -1.61442 4.83700 1.32236
H -2.78597 3.47126 3.12330
H -4.93540 2.45094 3.74290
H -6.54924 1.80579 1.99057
H -5.99545 2.18908 -0.38384
H -3.84349 3.20640 -0.99954
```

=====

Here is C18H27N3O4 in the gas phase at a distorted geometry from the OMol25 dataset. Energies are from the ωB97M-V functional and the def2-TZVPD basis.

Output
SMILES: CC[C@@H](C)[C@@H](NC(C)=O)C(=O)N[C@H](Cc1ccc(O)cc1)C(=O)NC
energy: -1167.36116 Ha
E_LUMO: 0.5 eV
energy relative to the best compared isomer or geometry (same formula, charge and spin): 35.0 kcal/mol
E_HOMO: -8.288 eV
multiplicity: 1

Structure (XYZ):
```
52
C18H27N3O4, DFT the ωB97M-V functional and the def2-TZVPD basis
C -2.88738 2.51142 3.07347
C -2.09083 1.81204 1.97590
C -2.25183 2.58155 0.65443
C -1.38390 3.87440 0.64110
C -1.96861 1.63476 -0.52995
N -2.34631 2.28395 -1.78300
C -3.53773 2.18303 -2.31959
C -3.64425 2.60866 -3.76491
O -4.48090 1.74446 -1.70938
C -0.49812 1.22959 -0.58748
O 0.29788 1.83513 -1.27103
N -0.16543 0.09964 0.07733
C 1.17621 -0.44494 0.25372
C 1.60924 -1.28846 -0.94761
C 2.85978 -2.17458 -0.72386
C 4.08294 -1.64410 -0.22024
C 5.19123 -2.49446 -0.05411
C 5.04888 -3.87007 -0.35630
O 6.05957 -4.72345 -0.18359
C 3.86448 -4.39451 -0.88507
C 2.78146 -3.53583 -1.12413
C 1.30993 -1.30462 1.52807
O 2.25067 -1.06614 2.26296
N 0.42434 -2.23994 1.83699
C -0.77549 -2.69787 1.10890
H -2.46928 3.49032 3.26448
H -2.80909 1.88967 3.97520
H -3.93246 2.54760 2.78382
H -1.04782 1.82421 2.31840
H -2.49169 0.77562 1.79749
H -3.27915 2.98023 0.56942
H -1.88842 4.57934 1.29402
H -1.28015 4.25915 -0.37502
H -0.38683 3.64635 1.04462
H -2.56557 0.73781 -0.41029
H -1.59290 2.75932 -2.26685
H -4.66265 2.49598 -4.09232
H -2.96340 1.97086 -4.37181
H -3.40728 3.67353 -3.89028
H -0.92863 -0.43512 0.50215
H 1.87061 0.40301 0.36417
H 1.88512 -0.60578 -1.73154
H 0.81664 -1.92197 -1.31882
H 4.13307 -0.58538 0.00070
H 6.15032 -2.05020 0.27013
H 6.75613 -4.29165 0.33447
H 3.84862 -5.43274 -1.09180
H 1.87995 -3.94244 -1.51672
H 0.72864 -2.72966 2.68976
H -1.64417 -2.10905 1.44746
H -0.98231 -3.72849 1.41339
H -0.66316 -2.72018 0.04317
```

=====

Here is C18H27NO4S in the gas phase from the OMol25 dataset. Energies are from the ωB97M-V functional and the def2-TZVPD basis.

Output
SMILES: CCOC(=O)[C@]1(Cc2ccccc2C)CCCN(S(=O)(=O)CC)C1
energy: -1456.01967 Ha
E_LUMO: 0.6 eV
energy relative to the best compared isomer or geometry (same formula, charge and spin): 3.8 kcal/mol
E_HOMO: -8.915 eV
multiplicity: 1

Structure (XYZ):
```
51
C18H27NO4S, DFT the ωB97M-V functional and the def2-TZVPD basis
C 4.68511 -0.73660 0.63229
C 3.40932 -1.56128 0.71480
O 2.26559 -0.78972 0.34162
C 1.97519 -0.71125 -0.95145
O 2.63419 -1.21561 -1.82582
C 0.68412 0.06099 -1.19822
C -0.49827 -0.93909 -1.09459
C -0.36009 -1.91017 0.04831
C -0.72767 -1.50849 1.32773
C -0.57053 -2.34703 2.41622
C -0.04991 -3.61462 2.23278
C 0.28782 -4.03467 0.95934
C 0.13780 -3.20375 -0.14419
C 0.49078 -3.72997 -1.50560
C 0.74213 0.69338 -2.59921
C -0.46671 1.58888 -2.86567
C -0.60908 2.62290 -1.74866
N -0.66656 1.93405 -0.48290
S -1.60496 2.57552 0.72951
O -1.13433 2.06047 1.98157
O -1.72961 3.99574 0.56624
C -3.22716 1.82645 0.37985
C -4.21603 2.39520 1.37302
C 0.52962 1.19399 -0.17298
H 4.59554 0.15463 1.24842
H 5.52561 -1.32851 0.98277
H 4.86861 -0.43960 -0.39739
H 3.20716 -1.88175 1.73849
H 3.47609 -2.43398 0.05736
H -0.57319 -1.47969 -2.03791
H -1.40581 -0.34841 -0.95820
H -1.13920 -0.52148 1.48255
H -0.85359 -2.00730 3.40105
H 0.08415 -4.27875 3.07405
H 0.67792 -5.03278 0.81580
H -0.38894 -3.74809 -2.14945
H 0.87145 -4.74563 -1.42844
H 1.24973 -3.11703 -1.98699
H 0.81124 -0.09092 -3.35412
H 1.65369 1.29210 -2.66773
H -1.37291 0.98465 -2.91784
H -0.34303 2.09954 -3.82142
H -1.52253 3.20849 -1.85297
H 0.24385 3.31643 -1.76989
H -3.47827 2.07895 -0.64585
H -3.10189 0.75349 0.49005
H -5.21377 1.99097 1.21387
H -4.24746 3.47724 1.27122
H -3.89161 2.15672 2.38301
H 0.43827 0.81305 0.84131
H 1.41353 1.84742 -0.21709
```

=====

Here is a 5-piece molecular cluster, C18H27O10 overall at a distorted geometry from the OMol25 dataset. Energies are from the ωB97M-V functional and the def2-TZVPD basis.

Output
charge: -1
energy: -1454.57526 Ha
E_LUMO: 2.6 eV
energy relative to the best compared isomer or geometry (same formula, charge and spin): 0.0 kcal/mol
E_HOMO: -4.693 eV
multiplicity: 1

Structure (XYZ):
```
55
C18H27O10, DFT the ωB97M-V functional and the def2-TZVPD basis
C 7.72976 15.41051 -27.69366
C 6.44803 15.05485 -26.92244
O 5.72460 14.14982 -27.42548
O 6.13866 15.84653 -26.01158
H 7.83125 16.48514 -27.87525
H 7.92122 14.91364 -28.64601
H 8.59719 15.21547 -27.04103
O 2.96149 13.01884 -28.21003
C 3.33244 12.47671 -29.19548
O 2.89686 11.21980 -29.52517
C 3.49418 10.77973 -30.73824
C 4.69487 11.69907 -30.97236
C 4.35756 12.97495 -30.21429
H 2.73959 10.82962 -31.52789
H 3.86092 9.75468 -30.69991
H 4.93005 11.88956 -32.02246
H 5.61274 11.23656 -30.60520
H 3.76657 13.61493 -30.87671
H 5.15236 13.46460 -29.65545
O 4.39118 17.30658 -23.97704
C 5.17090 18.02173 -23.44870
O 4.87312 19.28258 -22.99179
C 5.90453 19.72911 -22.13194
C 7.16754 18.97164 -22.58547
C 6.60584 17.65725 -23.09086
H 5.67668 19.45860 -21.10026
H 6.11060 20.79182 -22.24029
H 7.85342 18.88520 -21.73472
H 7.77533 19.50095 -23.32062
H 6.55328 16.89522 -22.31383
H 7.05317 17.24742 -23.99483
O 7.99956 11.18349 -31.28840
C 8.52287 12.23260 -31.45809
O 9.84929 12.29841 -31.77557
C 10.29976 13.65185 -31.83318
C 9.29823 14.39874 -30.94963
C 7.99861 13.64196 -31.25488
H 10.34123 14.01943 -32.86236
H 11.31000 13.71199 -31.43204
H 9.23046 15.46244 -31.17371
H 9.58013 14.30018 -29.89964
H 7.67288 14.10420 -32.19144
H 7.18860 13.61588 -30.53270
O 9.11186 8.66997 -27.20479
C 8.60933 9.75335 -27.09462
O 8.13886 10.43222 -28.14443
C 7.61701 11.73159 -27.82890
C 7.59127 11.79191 -26.30026
C 8.49208 10.61540 -25.84834
H 6.60894 11.81911 -28.22930
H 8.18962 12.51708 -28.32171
H 6.60002 11.67485 -25.87379
H 7.99793 12.74150 -25.95887
H 8.00677 10.05436 -25.05333
H 9.44201 11.01447 -25.50111
```

=====

Number 1: HOMO-LUMO gap 9.20 eV. Number 2: HOMO-LUMO gap 8.75 eV. Number 3: HOMO-LUMO gap 9.56 eV. Number 4: HOMO-LUMO gap 7.27 eV.